[1]
Here is C25H31N6PtSSe as an isolated structure in a non-equilibrium geometry from OMol25. Energies are from wB97M-V/def2-TZVPD.

Geometry (Å):
1 Pt -0.189 -0.184 -0.113
2 C -1.759 2.250 0.687
3 N -0.644 1.377 1.033
4 C 0.123 1.586 2.057
5 C 1.240 0.739 2.202
6 C 2.286 0.614 3.117
7 C 3.075 -0.439 2.654
8 C 2.487 -0.908 1.473
9 N 1.380 -0.207 1.205
10 C -1.515 2.902 -0.652
11 C -2.170 2.419 -1.779
12 C -1.959 3.000 -3.023
13 C -1.079 4.064 -3.147
14 C -0.404 4.539 -2.029
15 C -0.621 3.959 -0.789
16 H -1.896 2.991 1.482
17 H -2.662 1.644 0.621
18 H -0.089 2.398 2.747
19 H 2.449 1.221 3.989
20 H 3.976 -0.820 3.102
21 H 2.818 -1.699 0.821
22 H -2.867 1.596 -1.675
23 H -2.497 2.635 -3.888
24 H -0.929 4.536 -4.109
25 H 0.283 5.368 -2.124
26 H -0.092 4.332 0.079
27 C 1.322 1.468 -3.640
28 N 1.562 0.157 -3.033
29 C 2.765 0.124 -2.201
30 C 0.595 -0.752 -2.903
31 S 0.629 -1.865 -1.546
32 N -0.383 -0.827 -3.808
33 C -1.606 -1.581 -3.521
34 C -0.169 -0.540 -5.227
35 H 1.532 2.225 -2.883
36 H 0.283 1.567 -3.936
37 H 1.972 1.635 -4.498
38 H 3.522 0.722 -2.705
39 H 3.122 -0.896 -2.088
40 H 2.560 0.546 -1.214
41 H -2.020 -1.276 -2.559
42 H -1.414 -2.653 -3.497
43 H -2.320 -1.352 -4.308
44 H 0.873 -0.301 -5.411
45 H -0.798 0.280 -5.572
46 H -0.425 -1.438 -5.789
47 C -2.250 -0.399 3.589
48 N -1.493 -1.489 3.004
49 C -1.543 -1.910 1.734
50 Se -2.528 -1.190 0.299
51 N -0.716 -2.963 1.615
52 C -0.081 -3.216 2.823
53 C 0.867 -4.154 3.204
54 C 1.294 -4.095 4.517
55 C 0.795 -3.138 5.415
56 C -0.156 -2.212 5.032
57 C -0.583 -2.276 3.714
58 H -2.792 0.105 2.793
59 H -1.559 0.293 4.070
60 H -2.950 -0.790 4.325
61 H -0.561 -3.422 0.729
62 H 1.251 -4.891 2.515
63 H 2.031 -4.805 4.863
64 H 1.165 -3.127 6.429
65 H -0.541 -1.477 5.724

The calculation puts the total energy at -114793.04841 eV. As for the net charge: +1. Its orbital gap is 7.21 eV. The highest occupied orbital energy comes out at -10.31 eV.

[2]
Here is C13H16FN in the gas phase in a non-equilibrium geometry from OMol25. Energies are from wB97M-V/def2-TZVPD.

Geometry (Å):
1 C 1.246 -2.320 2.842
2 C 0.179 -1.447 3.264
3 C 1.441 -2.487 1.527
4 C -0.652 -0.824 2.379
5 C -0.512 0.362 -1.138
6 C -1.723 -1.382 0.362
7 C 0.881 -1.834 -0.954
8 C 0.821 0.497 -0.702
9 C 1.507 -0.700 -0.355
10 C 0.636 -1.691 0.488
11 C 1.417 1.770 -0.045
12 C -2.497 1.398 -2.255
13 C -1.386 1.538 -1.240
14 N -0.557 -1.161 1.057
15 F -2.736 -0.842 1.142
16 H 1.869 -2.880 3.456
17 H 0.046 -1.202 4.308
18 H 2.297 -3.072 1.194
19 H -1.441 -0.057 2.557
20 H -0.042 -1.686 -1.506
21 H 1.391 -2.731 -1.108
22 H 0.952 0.779 -1.782
23 H 2.602 -0.676 -0.113
24 H 1.261 1.848 1.086
25 H 0.962 2.616 -0.458
26 H 2.567 1.816 -0.175
27 H -2.111 1.542 -3.238
28 H -3.424 2.009 -2.312
29 H -2.927 0.359 -2.208
30 H -1.775 1.517 -0.249
31 H -0.868 2.421 -1.424

The calculation puts the total energy at -17939.65086 eV. Its orbital gap is 7.70 eV. The highest occupied orbital energy comes out at -7.27 eV.

[3]
Here is C3H7NOS in the gas phase in a non-equilibrium geometry from OMol25. Energies are from wB97M-V/def2-TZVPD.

Geometry (Å):
1 O -1.859 -0.936 -0.445
2 S -0.772 0.588 1.430
3 N 0.556 -0.806 -0.272
4 C -0.696 -0.980 0.460
5 C 0.683 1.272 0.500
6 C 0.836 0.467 -0.747
7 H -2.686 -1.017 0.037
8 H 0.570 -1.390 -1.058
9 H -0.777 -1.865 1.146
10 H 0.590 2.344 0.406
11 H 1.593 1.111 1.141
12 H 0.105 0.798 -1.474
13 H 1.858 0.416 -1.122

The calculation puts the total energy at -17596.53480 eV. The SMILES is O[C@H]1NCCS1. Its orbital gap is 9.39 eV. The highest occupied orbital energy comes out at -8.61 eV.

[4]
Here is a 2-piece molecular cluster, C5H15N2OS overall in a non-equilibrium geometry from OMol25. Energies are from wB97M-V/def2-TZVPD.

Geometry (Å):
1 C 2.082 -1.042 -1.361
2 C -2.560 1.916 -0.079
3 C -1.872 0.112 -1.485
4 C 1.939 -0.232 1.719
5 C -2.137 -0.235 0.933
6 N 1.191 -1.399 -0.189
7 N -2.223 0.527 -0.147
8 O 0.997 -0.314 0.680
9 S -1.548 -1.858 1.048
10 H 2.179 -2.020 -2.036
11 H 1.601 -0.336 -2.042
12 H 3.121 -0.704 -1.159
13 H -1.752 2.610 -0.080
14 H -3.364 2.310 -0.838
15 H -3.091 2.185 0.933
16 H -1.423 -0.912 -1.483
17 H -2.755 0.032 -2.185
18 H -1.083 0.705 -1.989
19 H 2.917 0.142 1.390
20 H 1.949 -1.099 2.234
21 H 1.562 0.660 2.209
22 H -2.764 0.205 1.803
23 H 1.502 -2.275 0.208
24 H -0.529 -1.763 0.110

The calculation puts the total energy at -21281.00475 eV. As for the net charge: +1. Its orbital gap is 9.00 eV. The highest occupied orbital energy comes out at -13.19 eV.

[5]
Here is C29H25Cl3F3N3O6S2Zr as an isolated structure in a non-equilibrium geometry from OMol25. Energies are from wB97M-V/def2-TZVPD.

Geometry (Å):
1 Zr -0.130 -0.421 -1.024
2 Cl 0.936 0.469 2.646
3 C 3.116 1.659 0.137
4 Cl 1.348 1.764 -0.314
5 H 3.642 1.859 -0.801
6 H 3.273 0.627 0.461
7 F -1.675 3.259 -5.237
8 C -1.438 4.038 -4.167
9 F -2.190 5.162 -4.361
10 F -0.157 4.445 -4.250
11 C -1.765 3.389 -2.857
12 C -2.735 3.939 -2.051
13 C -3.033 3.350 -0.827
14 C -2.292 2.253 -0.447
15 N -1.329 1.727 -1.199
16 C -1.074 2.221 -2.432
17 S 0.056 1.337 -3.340
18 H -3.264 4.824 -2.376
19 H -3.816 3.737 -0.189
20 H -2.463 1.751 0.497
21 C 1.746 3.503 3.560
22 C 0.466 2.812 4.032
23 C 0.683 2.062 5.343
24 C -0.078 1.899 2.937
25 H 2.217 4.052 4.381
26 H 1.532 4.208 2.754
27 H 2.456 2.773 3.165
28 H -0.312 3.570 4.194
29 H 1.445 1.293 5.210
30 H -0.239 1.572 5.671
31 H 1.006 2.749 6.129
32 H -1.068 1.520 3.188
33 H -0.116 2.425 1.983
34 Cl 1.157 -5.337 -0.327
35 C 1.579 -3.819 0.516
36 C 0.706 -2.646 0.108
37 O -0.421 -2.795 -0.379
38 O 1.209 -1.493 0.312
39 H 2.615 -3.585 0.294
40 H 1.458 -3.991 1.583
41 S -4.661 -0.912 -3.099
42 C -3.171 -0.784 -2.433
43 N -2.117 -0.677 -1.948
44 O 1.951 -0.570 -1.981
45 C 1.542 -1.528 -2.662
46 O 0.305 -1.805 -2.699
47 C 2.511 -2.385 -3.421
48 C 2.044 -3.466 -4.157
49 C 2.940 -4.289 -4.819
50 C 4.291 -4.009 -4.723
51 C 4.774 -2.933 -4.002
52 C 3.870 -2.117 -3.341
53 N 5.255 -4.905 -5.403
54 O 4.813 -5.840 -6.040
55 O 6.440 -4.661 -5.287
56 H 0.978 -3.649 -4.187
57 H 2.613 -5.139 -5.399
58 H 5.838 -2.755 -3.964
59 H 4.199 -1.265 -2.758
60 C -1.474 -0.424 0.829
61 C -2.217 -0.571 1.783
62 C -3.056 -0.634 2.939
63 C -3.120 -1.788 3.729
64 C -3.901 -1.824 4.874
65 C -4.633 -0.709 5.265
66 C -4.588 0.439 4.484
67 C -3.812 0.477 3.335
68 H -2.550 -2.656 3.425
69 H -3.936 -2.727 5.472
70 H -5.230 -0.734 6.168
71 H -5.161 1.312 4.773
72 H -3.787 1.370 2.724

The calculation puts the total energy at -115907.80194 eV. As for the net charge: -2. Its orbital gap is 3.71 eV. The highest occupied orbital energy comes out at -0.83 eV.

[6]
Here is C4H5BrOS in the gas phase in a non-equilibrium geometry from OMol25. Energies are from wB97M-V/def2-TZVPD.

Geometry (Å):
1 C 1.172 -1.056 0.147
2 C 2.490 -0.097 0.019
3 C -0.084 -0.365 -0.065
4 C 0.247 1.148 -0.046
5 O 2.288 2.435 0.704
6 S 2.002 1.609 -0.463
7 Br 4.250 -0.801 0.025
8 H 1.406 -2.000 0.464
9 H -0.222 -0.450 -1.199
10 H -0.829 -0.554 0.723
11 H -0.300 1.575 -0.793
12 H 0.117 1.546 0.966

The calculation puts the total energy at -87150.11524 eV. Its orbital gap is 8.58 eV. The highest occupied orbital energy comes out at -8.81 eV.

[7]
Here is a 2-piece molecular cluster, C2H8OS2 overall in a non-equilibrium geometry from OMol25. Energies are from wB97M-V/def2-TZVPD.

Geometry (Å):
1 C -0.038 -0.700 1.675
2 S -0.447 -2.219 0.712
3 S -0.457 -0.791 -0.957
4 C 1.085 -1.267 -1.775
5 H 0.711 -0.841 2.385
6 H 0.334 0.204 1.177
7 H -1.059 -0.246 2.017
8 H 1.115 -0.573 -2.645
9 H 1.902 -0.956 -1.090
10 H 1.071 -2.368 -2.088
11 H -1.948 3.214 -0.284
12 H -0.845 3.652 0.440
13 O -1.425 2.892 0.434

The calculation puts the total energy at -25920.35703 eV. The SMILES is CSSC.O. Its orbital gap is 8.75 eV. The highest occupied orbital energy comes out at -8.40 eV.

[8]
Here is a 5-piece molecular cluster, C22H29FN2O4 overall in a non-equilibrium geometry from OMol25. Energies are from wB97M-V/def2-TZVPD.

Geometry (Å):
1 C -0.785 0.900 -0.897
2 C -1.281 1.945 -1.200
3 C -1.972 3.182 -1.113
4 C -1.352 4.373 -1.096
5 C -2.140 5.515 -0.959
6 F -1.504 6.704 -0.932
7 C -3.482 5.482 -0.846
8 C -4.155 4.266 -0.897
9 N -5.521 4.259 -0.785
10 C -6.044 3.063 -0.819
11 C -5.299 1.883 -0.986
12 N -3.998 1.873 -1.095
13 C -3.397 3.099 -1.033
14 H -0.418 -0.048 -0.603
15 H -0.281 4.440 -1.180
16 H -4.039 6.397 -0.717
17 H -7.118 2.980 -0.711
18 H -5.817 0.934 -1.030
19 C 3.235 4.905 -0.678
20 C 2.753 3.581 -1.224
21 O 1.659 3.144 -0.948
22 C 3.698 2.830 -2.126
23 H 2.463 5.340 -0.046
24 H 4.139 4.758 -0.086
25 H 3.451 5.591 -1.498
26 H 4.621 2.593 -1.593
27 H 3.933 3.432 -3.005
28 H 3.231 1.902 -2.447
29 C -0.430 -3.317 1.418
30 C -0.002 -3.358 -0.025
31 O -0.098 -2.393 -0.750
32 C 0.555 -4.666 -0.535
33 H -0.808 -2.324 1.654
34 H -1.216 -4.046 1.600
35 H 0.418 -3.537 2.067
36 H -0.192 -5.454 -0.434
37 H 1.444 -4.940 0.035
38 H 0.823 -4.562 -1.584
39 C 5.971 -0.031 0.369
40 C 6.500 -0.163 -1.040
41 O 6.485 0.767 -1.811
42 C 7.047 -1.512 -1.440
43 H 5.609 0.982 0.527
44 H 5.149 -0.731 0.526
45 H 6.765 -0.241 1.087
46 H 6.268 -2.271 -1.356
47 H 7.885 -1.782 -0.796
48 H 7.392 -1.470 -2.471
49 C -4.021 -6.415 4.191
50 C -3.397 -5.325 3.356
51 O -2.204 -5.124 3.365
52 C -4.331 -4.494 2.507
53 H -3.244 -6.932 4.749
54 H -4.736 -5.985 4.893
55 H -4.534 -7.132 3.548
56 H -5.059 -3.987 3.142
57 H -4.857 -5.133 1.796
58 H -3.760 -3.748 1.959

The calculation puts the total energy at -37169.70652 eV. The SMILES is C#Cc1cc(F)cc2nccnc12.CC(C)=O.CC(C)=O.CC(C)=O.CC(C)=O. Its orbital gap is 8.31 eV. The highest occupied orbital energy comes out at -8.31 eV.